(P)
Formula: C3H7O2S
Source: the Open Molecules 2025 dataset
Level of theory: the ωB97M-V functional and the def2-TZVPD basis

HOMO   -3.97 eV
Charge   -1

Each line ends with the Löwdin charge.
Atoms and positions in Å:
C1 2.468 -1.434 1.483  -0.706
H1 -1.615 2.059 -0.841  0.054
H2 -0.797 0.351 0.865  0.054
C2 -0.821 0.162 -0.202  -0.641
O1 1.586 -0.572 1.418  -0.137
H3 3.523 -1.055 1.374  0.078
S1 -2.249 -0.922 -0.540  0.644
H4 -0.704 1.165 -2.106  0.062
C3 -0.779 1.400 -1.049  -0.190
H5 -3.157 0.049 -0.743  -0.178
H6 0.134 1.945 -0.796  0.072
H7 0.043 -0.464 -0.387  0.044
O2 2.368 -2.685 1.523  -0.156

---

(Q)
Formula: C3H7O2S
Source: the Open Molecules 2025 dataset
Level of theory: the ωB97M-V functional and the def2-TZVPD basis

HOMO   -3.83 eV
Charge   -1

Each line ends with the Löwdin charge.
Atoms and positions in Å:
H1 1.147 -1.794 1.620  0.066
H2 0.100 -0.085 -0.135  0.046
O1 -0.001 1.155 -2.562  -0.171
C1 -0.409 -0.778 0.526  -0.594
C2 0.956 1.921 -2.845  -0.723
H3 -1.930 0.367 1.995  -0.177
C3 0.206 -1.283 1.808  -0.194
S1 -2.116 -0.111 0.755  0.646
H4 0.913 2.892 -2.269  0.077
H5 -0.520 -1.924 2.300  0.056
H6 0.379 -0.479 2.533  0.062
O2 1.906 1.750 -3.620  -0.144
H7 -0.630 -1.632 -0.105  0.051

---

Best to worst by energy: (P), (Q).

---

(P)
Formula: C24H48O48S12
Source: the Open Molecules 2025 dataset
Level of theory: the ωB97M-V functional and the def2-TZVPD basis

HOMO   -11.09 eV
Charge   0

Each line ends with the Löwdin charge.
Atoms and positions in Å:
C1 -1.666 12.466 14.450  -0.132
O1 -4.578 7.197 17.154  -0.281
C2 -9.236 15.709 10.220  -0.199
H1 -0.742 11.951 14.711  0.134
H2 -2.740 10.749 15.246  0.134
S1 0.074 14.648 5.308  0.699
H3 -1.212 4.485 4.897  0.133
H4 -4.280 16.682 8.182  0.132
H5 2.523 16.373 6.570  0.130
O2 -7.247 16.340 2.935  -0.264
O3 -3.842 13.311 11.895  -0.262
O4 -3.321 11.224 13.386  -0.189
H6 -5.838 10.000 6.163  0.128
H7 -0.925 8.002 9.307  0.126
C3 -5.365 11.878 7.228  -0.180
O5 1.434 7.693 10.855  -0.222
H8 -8.709 15.871 -0.879  0.124
O6 -2.305 11.554 11.061  -0.270
C4 -7.348 17.454 -0.118  -0.128
H9 -1.857 13.419 14.945  0.127
H10 -14.318 6.923 10.763  0.128
H11 -7.325 18.336 -0.759  0.124
H12 -8.983 16.007 8.055  0.133
O7 -7.183 3.699 8.710  -0.229
O8 -1.564 12.901 13.078  -0.203
O9 -12.662 5.954 10.159  -0.212
O10 -11.214 4.123 11.459  -0.246
C5 -3.519 18.588 7.468  -0.187
S2 -5.968 2.834 9.455  0.749
C6 -0.571 7.071 9.749  -0.141
H13 -14.278 8.321 4.856  0.125
C7 -9.631 15.481 8.756  -0.190
H14 -7.383 5.345 14.093  0.130
H15 -12.290 8.170 6.033  0.127
H16 1.536 17.631 5.849  0.123
O11 -11.803 6.590 12.160  -0.244
O12 -1.680 6.181 3.769  -0.194
H17 1.628 16.691 3.576  0.128
H18 -7.387 5.025 7.345  0.136
H19 -0.518 8.125 11.682  0.130
O13 3.083 7.206 8.862  -0.256
C8 2.034 16.061 4.367  -0.116
O14 -5.568 18.239 8.409  -0.240
C9 1.763 16.565 5.813  -0.146
O15 1.469 14.730 4.493  -0.232
H20 -11.749 8.529 11.366  0.128
S3 2.021 6.644 9.743  0.708
O16 -9.068 16.464 1.148  -0.237
O17 -6.182 5.648 15.647  -0.198
O18 -7.311 18.077 1.192  -0.235
O19 -10.397 15.693 10.991  -0.191
C10 -4.194 17.727 8.478  -0.131
C11 -8.771 16.741 -0.226  -0.147
H21 -7.236 3.384 6.783  0.131
S4 -5.687 19.844 8.111  0.754
H22 -11.440 7.506 4.591  0.123
H23 -1.305 6.266 9.796  0.130
C12 -12.339 7.462 5.206  -0.181
O20 -14.092 6.451 3.838  -0.198
H24 -9.678 14.464 8.365  0.128
C13 -6.760 4.135 7.413  -0.188
H25 -8.025 8.098 14.337  0.136
H26 -3.799 12.131 15.159  0.132
H27 -8.288 5.931 15.309  0.128
H28 -0.836 4.427 1.796  0.136
H29 -4.851 3.385 6.727  0.132
H30 -5.503 12.401 6.282  0.132
S5 -6.857 10.491 8.863  0.692
H31 -2.458 18.750 7.658  0.133
C14 -5.264 4.170 7.360  -0.102
S6 -11.648 16.358 10.085  0.780
O21 -13.519 4.023 4.397  -0.283
C15 -5.183 10.371 6.952  -0.153
H32 -4.925 5.194 7.197  0.133
O22 -9.081 18.159 3.106  -0.236
O23 -8.055 10.022 8.236  -0.243
O24 0.043 13.347 5.943  -0.234
S7 -13.868 5.364 5.050  0.822
H33 -6.518 16.772 -0.302  0.125
H34 -3.837 17.722 9.508  0.134
O25 2.197 5.365 10.326  -0.230
O26 -4.143 19.883 7.430  -0.222
S8 -5.015 6.888 15.750  0.765
O27 -2.680 6.271 1.460  -0.239
H35 3.073 15.808 4.154  0.133
S9 -8.176 17.303 2.334  0.753
O28 -5.993 3.009 10.965  -0.279
O29 -12.969 15.719 10.367  -0.264
C16 -7.313 6.117 14.859  -0.184
O30 -4.224 6.152 3.460  -0.234
O31 -14.793 5.407 6.240  -0.277
C17 -12.487 7.766 11.615  -0.110
H36 -9.523 17.425 -0.619  0.120
O32 -11.664 17.831 10.105  -0.255
O33 -13.477 4.697 12.225  -0.226
O34 -6.807 10.562 10.283  -0.218
C18 0.033 7.346 11.155  -0.128
O35 0.546 6.568 8.975  -0.238
O36 -12.438 6.095 5.561  -0.225
H37 -6.627 7.520 13.362  0.129
C19 -2.975 11.631 14.650  -0.202
O37 -6.421 11.977 8.189  -0.209
C20 -0.942 4.990 3.970  -0.168
H38 -3.635 18.297 6.424  0.134
H39 -8.429 15.079 10.593  0.141
C21 -1.264 4.111 2.747  -0.203
H40 -8.907 16.748 10.190  0.124
H41 -1.011 3.084 3.009  0.143
H42 -4.122 10.392 6.703  0.132
H43 0.055 6.458 11.786  0.123
S10 -2.822 12.299 12.217  0.731
S11 -12.300 5.139 11.567  0.731
O38 -3.889 6.681 14.792  -0.285
O39 -4.808 3.737 8.723  -0.233
O40 -6.671 20.143 7.095  -0.229
H44 -4.452 12.318 7.630  0.125
S12 -2.949 5.867 2.833  0.688
O41 -10.989 15.782 8.703  -0.203
O42 -6.049 8.022 15.255  -0.235
H45 0.057 5.408 4.098  0.138
C22 -7.106 7.512 14.342  -0.105
O43 0.665 15.791 6.340  -0.230
O44 -6.101 1.483 8.958  -0.248
O45 -5.576 20.568 9.421  -0.277
C23 -13.297 7.147 10.456  -0.210
O46 -1.081 15.140 4.551  -0.257
H46 -13.269 7.680 9.506  0.135
C24 -13.573 7.724 4.279  -0.163
H47 -13.136 8.305 3.466  0.129
O47 -2.605 4.294 2.838  -0.202
H48 -13.130 8.100 12.430  0.126
O48 -5.577 9.667 8.169  -0.208

---

(Q)
Formula: C24H48O48S12
Source: the Open Molecules 2025 dataset
Level of theory: the ωB97M-V functional and the def2-TZVPD basis

HOMO   -10.71 eV
Charge   0

Each line ends with the Löwdin charge.
Atoms and positions in Å:
S1 0.881 0.604 -1.306  0.798
O1 0.708 5.089 5.113  -0.190
O2 0.589 6.161 -2.848  -0.241
O3 -1.785 5.389 5.610  -0.253
H1 -0.885 -2.094 6.725  0.140
O4 5.666 4.052 1.429  -0.247
H2 -1.710 -0.094 -4.262  0.104
H3 0.674 0.549 -5.504  0.106
O5 -1.143 -4.361 3.348  -0.247
H4 4.006 -2.728 -2.684  0.120
H5 -1.640 -7.836 5.653  0.143
O6 -3.272 5.561 2.315  -0.281
C1 -3.500 0.474 -5.303  -0.148
H6 -6.197 2.453 0.617  0.140
C2 1.957 -3.525 2.930  -0.277
O7 1.240 -6.030 0.404  -0.238
S2 -0.786 2.476 -7.872  0.761
H7 4.748 4.109 -1.727  0.132
O8 -1.378 -1.878 4.714  -0.218
O9 3.617 -0.804 -6.683  -0.233
C3 -1.873 3.997 -1.244  -0.171
H8 -1.438 3.453 -0.405  0.125
O10 -0.314 3.740 -2.983  -0.210
O11 2.849 -4.813 -1.144  -0.265
H9 -2.911 4.305 -1.118  0.142
H10 1.861 5.821 3.615  0.134
H11 -0.520 1.232 1.665  0.131
H12 -2.636 -6.980 2.797  0.137
S3 4.481 3.200 1.304  0.757
H13 0.767 4.264 2.149  0.111
H14 0.403 -1.008 1.702  0.131
C4 -5.202 2.896 0.649  -0.191
O12 -2.116 -5.994 5.120  -0.228
S4 -2.745 -0.886 4.416  0.756
C5 -1.629 3.519 -2.640  -0.216
O13 0.084 2.321 -9.055  -0.248
O14 4.083 -2.603 2.679  -0.189
O15 -2.169 2.905 -8.124  -0.247
H15 -1.342 -5.012 -2.816  0.149
O16 -0.811 4.041 3.562  -0.242
H16 3.441 2.822 -1.879  0.096
C6 -2.326 -7.388 4.934  -0.177
O17 4.383 -1.974 5.256  -0.218
H17 -2.099 -8.650 3.173  0.145
H18 1.438 0.990 -6.968  0.125
O18 2.752 -0.758 3.790  -0.232
H19 1.074 -2.924 2.712  0.114
H20 -1.194 -2.905 -1.144  0.142
O19 0.538 -3.682 -0.393  -0.193
O20 -0.011 0.570 -2.510  -0.271
O21 5.003 1.861 0.447  -0.218
O22 3.646 3.742 -0.048  -0.241
O23 -0.655 1.167 -6.920  -0.198
O24 -0.037 3.422 -6.682  -0.174
H21 6.403 -1.529 -3.781  0.143
O25 -5.441 -0.649 -2.354  -0.250
O26 0.375 1.721 -0.149  -0.223
H22 -3.375 -7.441 5.226  0.143
C7 -0.703 -3.875 -1.062  -0.206
O27 2.510 -3.309 4.130  -0.169
O28 1.370 4.347 -1.300  -0.251
O29 -3.082 -0.902 2.996  -0.249
H23 5.278 -3.569 -3.579  0.146
O30 -3.351 0.629 -1.820  -0.265
O31 4.765 -0.521 -4.377  -0.205
H24 -1.843 2.481 -2.894  0.110
C8 -2.969 -2.375 6.404  -0.171
C9 3.070 -3.262 1.955  -0.193
H25 -2.173 4.116 -3.372  0.145
O32 -1.111 5.160 -1.217  -0.178
C10 -0.464 -4.634 -2.292  -0.203
H26 3.551 -4.037 1.358  0.127
S5 3.458 -1.097 -5.243  0.782
H27 1.674 -4.563 2.755  0.121
O33 3.565 2.944 2.386  -0.225
O34 -0.831 -6.936 3.388  -0.221
O35 -4.261 0.969 -4.192  -0.207
H28 -0.035 -3.984 -3.055  0.134
O36 -3.284 2.875 1.893  -0.229
O37 0.355 -5.436 5.162  -0.226
C11 0.619 1.280 -6.310  -0.242
S6 3.496 -1.962 4.094  0.775
H29 -2.969 1.256 -5.847  0.114
C12 -1.506 -2.535 5.945  -0.184
C13 0.081 4.842 2.769  -0.150
C14 0.808 2.638 -5.840  -0.181
H30 0.480 2.592 -4.802  0.113
H31 5.070 -0.987 -2.531  0.129
C15 4.633 -2.691 -3.575  -0.208
O38 -2.547 0.394 5.125  -0.236
O39 -3.637 -1.932 5.260  -0.202
H32 -4.003 1.140 0.811  0.127
H33 2.659 -2.614 1.181  0.104
O40 2.269 -0.748 -4.527  -0.242
S7 -0.777 4.374 5.227  0.756
C16 0.470 1.199 1.210  -0.104
O41 -4.512 3.917 3.914  -0.259
H34 1.963 -0.444 1.159  0.112
O42 2.303 0.719 -1.533  -0.235
O43 0.562 -0.707 -0.228  -0.216
H35 -3.181 -1.736 7.262  0.133
O44 -0.655 3.167 6.024  -0.236
H36 1.874 2.858 -5.890  0.150
O45 0.598 -5.480 -2.004  -0.177
S8 -0.797 -5.501 4.250  0.759
H37 0.317 6.670 3.826  0.128
C17 5.359 -1.404 -3.496  -0.217
O46 3.994 -2.651 -4.821  -0.190
H38 -2.383 -1.398 -5.384  0.145
S9 1.449 -5.091 -0.697  0.759
H39 -4.223 0.050 -5.999  0.135
H40 6.208 2.821 -0.750  0.110
C18 5.312 2.210 -0.866  -0.193
C19 4.231 3.265 -1.272  -0.157
O47 -3.303 -1.201 -3.665  -0.204
H41 5.615 1.374 -1.497  0.129
O48 -5.299 4.090 1.467  -0.203
H42 -0.556 5.404 2.086  0.117
H43 1.136 1.800 1.830  0.121
H44 -4.945 1.578 2.227  0.132
C20 -4.343 1.982 1.413  -0.183
S10 -4.019 4.238 2.535  0.818
C21 0.802 5.694 3.838  -0.184
H45 -4.839 2.966 -0.377  0.117
H46 -3.432 -3.332 6.642  0.132
H47 -1.274 -3.581 5.744  0.075
H48 -1.421 -4.420 -0.450  0.135
C22 -2.073 -7.606 3.488  -0.167
C23 0.892 -0.262 1.075  -0.193
S11 -4.202 0.007 -2.824  0.783
C24 -2.586 -0.579 -4.694  -0.213
S12 0.264 4.960 -2.051  0.749

---

Best to worst by energy: (Q), (P).

---

(P)
Formula: C2H8N2O
Source: the Open Molecules 2025 dataset
Level of theory: the ωB97M-V functional and the def2-TZVPD basis

HOMO (spin up / spin down)   -13.62 / -13.62 eV
2S+1   2
Charge   +1

Each line ends with the Löwdin charge.
Atoms and positions in Å:
H1 0.246 1.525 -1.176  0.188
N1 0.504 0.664 -0.547  0.137
H2 3.037 -0.431 1.404  0.178
C1 2.161 -0.473 0.663  -0.107
H3 1.792 1.515 1.093  0.117
N2 1.773 -1.649 0.174  0.194
H4 -5.787 1.025 -0.778  0.083
H5 0.978 -0.001 -1.160  0.092
H6 0.857 -1.939 0.040  0.118
H7 -4.700 0.383 0.288  0.015
O1 -4.831 0.976 -0.450  -0.099
C2 1.516 0.721 0.466  -0.036
H8 2.453 -2.318 -0.017  0.118

---

(Q)
Formula: C2H8N2O
Source: the Open Molecules 2025 dataset
Level of theory: the ωB97M-V functional and the def2-TZVPD basis

HOMO (spin up / spin down)   -15.04 / -15.03 eV
2S+1   2
Charge   +1

Each line ends with the Löwdin charge.
Atoms and positions in Å:
H1 -0.389 -2.178 1.167  0.135
H2 -1.269 -0.678 1.386  0.118
C1 -0.979 -1.405 0.623  -0.037
H3 -2.050 2.352 0.531  0.038
O1 -1.351 2.879 0.120  -0.052
H4 2.804 -0.255 0.180  0.145
H5 1.061 0.634 -1.057  0.171
N1 2.003 -0.849 -0.008  0.195
H6 -1.119 2.340 -0.649  0.018
C2 0.908 -0.307 -0.525  -0.145
H7 1.846 -1.341 0.878  0.140
N2 -0.252 -0.863 -0.449  0.170
H8 -1.847 -1.951 0.275  0.104

---

Best to worst by energy: (P), (Q).